# 1
Here is 15 unconnected molecules or ions with the total composition C38H42Br2Cl57FN4O6P in a non-equilibrium geometry from the OMol25 dataset. Energies are from wB97M-V/def2-TZVPD.

Last column: Mulliken charge in e.
Atoms and positions in Å:
1 C 5.9046 1.8085 2.9036  -1.19
2 C 4.6061 2.5741 2.9424  0.45
3 O 4.0143 2.6521 1.6495  -0.32
4 C 2.9355 3.5470 1.6807  -0.67
5 C 2.0474 3.3070 0.4912  -0.83
6 O 1.5232 1.9772 0.5904  0.24
7 C 0.3834 1.8004 -0.1881  -1.41
8 C -0.0562 0.4053 -0.7371  0.56
9 O -1.2280 0.7456 -1.3777  -0.07
10 C -0.1785 -0.5882 0.4865  -1.81
11 Br -2.0138 -1.0708 1.0007  -0.05
12 C 0.9264 -1.6858 0.4587  2.77
13 C 0.5538 -3.1546 0.1390  -1.99
14 C -0.5665 -3.9572 0.8063  -2.00
15 C -0.3974 -4.4541 2.2194  0.06
16 F -1.4299 -5.3707 2.4094  -0.42
17 C 1.5243 -1.7065 1.8824  -0.64
18 Cl 2.0142 -0.1381 2.6153  0.49
19 C 2.6531 -2.7500 2.1284  0.25
20 C 3.6962 -2.4228 3.1862  -1.46
21 C 1.8076 -1.1733 -0.8006  0.15
22 C 2.6516 -2.2208 -1.5098  -0.84
23 C 3.4310 -1.9089 -2.7949  -1.69
24 C 4.4545 -0.7849 -2.8856  -0.26
25 C 5.9061 -1.3260 -2.7929  -1.46
26 N 6.0326 -2.4633 -1.8641  0.07
27 C 6.6351 -3.6307 -2.3578  0.54
28 C 6.3250 -4.1216 -3.7461  -0.99
29 O 7.3888 -4.2703 -1.6401  -0.64
30 O 2.6952 -0.2097 -0.2294  -0.22
31 C 3.9072 -0.4773 0.0911  0.81
32 N 5.0035 -0.8319 0.3852  -0.77
33 N 0.8221 -0.4101 -1.6482  0.79
34 C 0.0124 -1.2675 -2.6159  -0.80
35 C -1.3820 -1.8142 -2.2962  0.01
36 O -1.7137 -2.7277 -1.6046  -0.44
37 Br -2.7769 -0.9616 -3.3865  -0.06
38 P 1.4590 0.8050 -2.9267  0.23
39 N 2.5078 1.8657 -2.5214  -0.72
40 H 6.7598 2.4394 2.6948  0.37
41 H 5.8844 1.0205 2.1658  0.13
42 H 6.0709 1.3363 3.8668  0.28
43 H 3.9118 2.0617 3.6040  -0.30
44 H 4.8153 3.5811 3.3013  0.42
45 H 2.3551 3.4247 2.5940  0.29
46 H 3.3234 4.5632 1.5847  0.43
47 H 2.6576 3.3903 -0.4040  0.40
48 H 1.2297 4.0221 0.4791  0.46
49 H 0.4134 2.4948 -1.0275  0.68
50 H -0.4722 2.1287 0.3986  0.49
51 H -1.9599 0.8638 -0.7500  0.18
52 H -0.0670 0.1124 1.2935  0.46
53 H 0.2823 -3.1956 -0.9065  0.58
54 H 1.4355 -3.7811 0.1521  0.78
55 H -1.5654 -3.5895 0.6537  0.54
56 H -0.5840 -4.8811 0.2285  0.43
57 H -0.5594 -3.7015 2.9800  0.04
58 H 0.5111 -5.0203 2.3837  0.35
59 H 0.7088 -2.0122 2.5238  0.42
60 H 2.2242 -3.7021 2.4116  0.05
61 H 3.1997 -2.9514 1.2129  -0.19
62 H 4.2865 -3.3265 3.3196  0.54
63 H 4.4032 -1.6703 2.8739  0.21
64 H 3.2786 -2.2072 4.1605  0.22
65 H 3.2074 -2.8008 -0.7881  0.70
66 H 1.9878 -3.0021 -1.8701  0.91
67 H 2.7194 -1.8285 -3.6144  0.67
68 H 3.9502 -2.8286 -3.0318  0.21
69 H 4.3717 0.0385 -2.1927  0.05
70 H 4.3920 -0.3329 -3.8712  0.58
71 H 6.5201 -0.5111 -2.4318  0.44
72 H 6.2469 -1.5489 -3.7953  0.33
73 H 6.6208 -2.1794 -1.0938  0.27
74 H 5.2721 -4.1216 -3.9998  0.37
75 H 6.8203 -3.4586 -4.4507  0.30
76 H 6.7775 -5.0865 -3.8851  0.30
77 H 0.6067 -2.1110 -2.9428  0.60
78 H -0.1396 -0.7321 -3.5465  0.93
79 H 1.8752 0.0484 -4.0397  0.26
80 H 0.2538 1.3965 -3.3556  0.10
81 H 2.7930 1.7681 -1.5491  0.01
82 C 2.5119 0.9706 6.7147  0.19
83 Cl 1.5920 -0.5128 6.4369  0.03
84 Cl 1.7722 2.2915 5.7915  -0.12
85 Cl 2.4804 1.3537 8.4318  -0.04
86 Cl 4.1799 0.7463 6.1724  -0.11
87 C -1.0411 -3.6189 6.2820  0.14
88 Cl -2.4004 -2.5240 6.5374  -0.07
89 Cl -1.5890 -5.0620 5.4439  -0.04
90 Cl 0.1831 -2.8025 5.2857  0.09
91 Cl -0.3308 -4.0489 7.8370  -0.10
92 C -5.5335 -4.8676 7.3643  0.26
93 Cl -4.1075 -4.9447 8.4056  -0.07
94 Cl -6.2267 -3.2456 7.4410  -0.01
95 Cl -5.0720 -5.2292 5.6963  -0.08
96 Cl -6.7264 -6.0468 7.9146  -0.10
97 C -0.9025 3.1642 10.0590  0.31
98 Cl 0.5047 3.2528 11.1244  -0.11
99 Cl -1.7229 4.7312 10.0415  -0.12
100 Cl -0.3741 2.7620 8.4229  -0.02
101 Cl -2.0029 1.9118 10.6370  -0.07
102 C -5.7292 2.5671 12.4746  0.24
103 Cl -7.2152 3.4911 12.7042  -0.02
104 Cl -6.1027 1.0507 11.6429  -0.09
105 Cl -4.5862 3.4967 11.5011  -0.02
106 Cl -5.0044 2.2112 14.0450  -0.10
107 C -5.0373 2.4379 -4.8154  0.22
108 Cl -4.6001 2.5717 -3.1046  0.01
109 Cl -3.6158 2.7611 -5.8099  -0.04
110 Cl -5.6234 0.7985 -5.1398  -0.10
111 Cl -6.3055 3.6001 -5.1905  -0.09
112 C -11.1756 4.5608 12.2838  0.33
113 Cl -10.7526 3.7700 13.8047  -0.09
114 Cl -10.9158 3.4358 10.9462  -0.07
115 Cl -12.8702 5.0514 12.3228  -0.10
116 Cl -10.1521 5.9841 12.0607  -0.09
117 C -0.9481 -0.1287 -7.1018  0.29
118 Cl -0.2487 -1.6009 -6.3904  -0.10
119 Cl -0.5741 -0.0691 -8.8149  -0.03
120 Cl -2.6910 -0.1299 -6.8600  -0.02
121 Cl -0.2442 1.2897 -6.2955  -0.07
122 C -4.5506 3.5057 0.8846  0.29
123 Cl -4.5878 3.5194 2.6430  -0.09
124 Cl -6.0734 2.8925 0.2524  -0.08
125 Cl -4.2531 5.1288 0.2735  -0.09
126 Cl -3.2231 2.4360 0.3452  -0.04
127 C 1.2329 3.0810 -11.4443  0.33
128 Cl 2.9565 2.7314 -11.5831  -0.09
129 Cl 0.9068 4.6989 -12.0571  -0.06
130 Cl 0.3162 1.8725 -12.3667  -0.13
131 Cl 0.7460 2.9895 -9.7463  -0.04
132 C 5.9514 -6.6870 -6.7267  0.37
133 Cl 6.0619 -7.6967 -5.2829  -0.09
134 Cl 5.9612 -7.7051 -8.1637  -0.10
135 Cl 4.4457 -5.7530 -6.6779  -0.11
136 Cl 7.3257 -5.5770 -6.7774  -0.09
137 C -1.0226 4.1181 -16.3100  0.28
138 Cl -0.9100 3.3093 -14.7340  -0.04
139 Cl -0.6678 2.9520 -17.5865  -0.10
140 Cl -2.6475 4.7670 -16.5440  -0.06
141 Cl 0.1536 5.4342 -16.3657  -0.08
142 C -3.2449 7.4716 -13.2232  0.30
143 Cl -4.2976 7.8674 -14.5849  -0.10
144 Cl -2.0077 8.7211 -13.0524  -0.11
145 Cl -4.2050 7.3864 -11.7414  -0.10
146 Cl -2.4698 5.9138 -13.5163  0.03
147 C -10.1373 -2.0553 7.6795  0.35
148 Cl -11.4176 -1.5505 6.5736  -0.10
149 Cl -8.8428 -0.8460 7.6669  -0.10
150 Cl -10.7889 -2.1960 9.3127  -0.09
151 Cl -9.4899 -3.6142 7.1654  -0.07

Properties
Relative energy (zero: lowest compared OMol25 entry of this formula, charge and spin) = 0.0 kcal per mole
HOMO = -11.51 eV
HOMO-LUMO gap = 8.38 eV
Charge = +1
Energy = -924185.603 eV
LUMO energy = -0.115 Eh

***

# 2
Here is a molecular structure, C5H9NO2 in a non-equilibrium geometry from the OMol25 dataset. Energies are from wB97M-V/def2-TZVPD.

Last column: Mulliken charge in e.
Atoms and positions in Å:
1 C 0.1446 -0.3263 -0.1583  1.87
2 C 0.9223 0.0296 -1.4141  -1.52
3 C 0.9059 -0.2110 1.1514  -1.31
4 N -1.1970 1.5127 0.7475  -0.26
5 O -1.2048 0.1854 -0.1952  -0.34
6 O -1.2745 2.8362 0.2913  -0.37
7 C -0.5889 -1.6100 -0.2745  -1.25
8 C -0.8721 -2.7882 -0.3424  -0.07
9 H -0.3661 3.1132 0.1046  0.33
10 H -2.1158 1.3447 1.1624  0.25
11 H 1.2824 1.0541 -1.3477  0.34
12 H 1.7456 -0.6727 -1.5366  0.34
13 H 0.2807 -0.0529 -2.2884  0.39
14 H 0.2344 -0.3377 1.9982  0.38
15 H 1.6535 -1.0025 1.1824  0.41
16 H 1.3794 0.7654 1.2344  0.31
17 H -0.9296 -3.8402 -0.3151  0.50

Properties
Relative energy (zero: lowest compared OMol25 entry of this formula, charge and spin) = 168.6 kcal per mole
HOMO = -9.07 eV
HOMO-LUMO gap = 9.82 eV
Energy = -10909.265 eV
LUMO energy = 0.028 Eh

***

# 3
Here is a molecular structure, C28H21B4CdN3O32 in a non-equilibrium geometry from the OMol25 dataset. Energies are from wB97M-V/def2-TZVPD.

Last column: Mulliken charge in e.
Atoms and positions in Å:
1 Cd 20.7368 -24.7244 4.4800  4.41
2 O 14.4006 -19.7322 1.5671  -0.61
3 C 15.6035 -19.8280 1.6719  0.60
4 O 16.3575 -20.2549 2.7296  -0.44
5 B 17.8152 -20.2989 2.3107  1.14
6 O 17.8705 -19.8079 0.8917  -0.43
7 C 16.6355 -19.3590 0.5565  0.38
8 O 16.1584 -18.7884 -0.4771  -0.65
9 O 18.4672 -21.6438 2.4772  -0.51
10 C 19.3673 -21.5379 3.4936  0.30
11 O 20.0411 -22.4164 3.9574  -0.43
12 C 19.6027 -20.0638 3.7865  0.48
13 O 18.6633 -19.4117 3.1531  -0.65
14 O 20.4266 -19.5856 4.5413  -0.59
15 O 24.9705 -23.5755 11.5001  -0.60
16 C 23.9377 -23.2449 10.8913  0.63
17 O 23.7454 -23.1344 9.5991  -0.42
18 B 22.3472 -22.7529 9.2811  1.28
19 O 21.6976 -22.7330 10.6019  -0.52
20 C 22.5843 -22.9972 11.5385  0.48
21 O 22.3803 -23.1113 12.7478  -0.66
22 O 21.7918 -23.7145 8.2701  -0.43
23 C 21.5158 -23.0890 7.1775  -0.10
24 O 20.9578 -23.5458 6.2221  -0.76
25 C 22.0247 -21.6349 7.2569  0.51
26 O 22.3282 -21.4554 8.5224  -0.56
27 O 22.0454 -20.7480 6.4080  -0.60
28 O 25.0113 -26.2150 10.6555  -0.55
29 C 23.9938 -26.7710 10.2158  0.42
30 O 23.6410 -27.1535 8.9855  -0.33
31 B 22.2348 -27.4789 9.0115  1.23
32 O 21.9025 -27.6015 10.4391  -0.65
33 C 22.8034 -27.1093 11.1719  0.66
34 O 22.8600 -26.9715 12.3667  -0.64
35 O 21.9645 -28.6714 8.1587  -0.51
36 C 21.2536 -28.3659 7.0254  0.63
37 O 20.7699 -29.1894 6.1352  -0.70
38 C 20.9843 -26.8632 7.1508  -0.34
39 O 21.3486 -26.4516 8.3618  -0.33
40 O 20.5368 -26.1690 6.2560  -0.30
41 O 22.8586 -24.9912 4.7813  -1.06
42 C 24.0283 -25.2130 5.1948  -0.21
43 O 24.8001 -24.4738 5.9285  -0.47
44 B 26.0185 -25.2598 6.2207  1.29
45 O 25.9988 -26.5103 5.3436  -0.45
46 C 24.8219 -26.5662 4.7720  0.58
47 O 24.2762 -27.4486 4.0390  -0.64
48 O 26.0977 -25.6105 7.6223  -0.43
49 C 26.9659 -24.9694 8.2868  0.73
50 O 27.2256 -24.9709 9.5399  -0.60
51 C 27.8386 -24.2581 7.1653  0.36
52 O 27.1910 -24.4728 6.0130  -0.53
53 O 28.7840 -23.4985 7.3111  -0.63
54 C 20.7754 -21.4015 -0.0700  -1.13
55 C 19.7213 -22.3259 -0.7182  -0.11
56 C 19.8733 -23.7958 -0.2301  -0.75
57 C 20.4153 -24.0612 1.0915  0.37
58 N 20.8586 -24.3449 2.1428  -0.31
59 H 21.6166 -21.3564 -0.7617  0.45
60 H 21.2525 -21.6698 0.8725  0.21
61 H 20.3897 -20.3877 0.0384  0.20
62 H 19.8084 -22.2769 -1.8037  0.42
63 H 18.7411 -21.8830 -0.5420  0.01
64 H 20.5510 -24.3985 -0.8348  0.40
65 H 18.9470 -24.3631 -0.3210  0.36
66 C 15.7674 -22.5793 5.2541  -1.19
67 C 15.5171 -23.3256 3.9133  0.22
68 C 16.0495 -24.7351 3.9531  -0.95
69 C 17.5410 -24.7879 4.3257  0.46
70 N 18.6540 -24.7456 4.6527  -0.35
71 H 15.3383 -23.0654 6.1303  0.40
72 H 15.4437 -21.5434 5.1531  0.33
73 H 16.7927 -22.3962 5.5755  0.23
74 H 15.9677 -22.8630 3.0352  -0.17
75 H 14.4678 -23.2557 3.6264  0.40
76 H 16.0710 -25.3230 3.0355  0.41
77 H 15.5875 -25.4431 4.6412  0.39
78 C 20.9640 -30.9609 0.9861  -1.16
79 C 21.1545 -29.4116 1.3514  -0.60
80 C 21.3742 -29.1972 2.8421  -0.32
81 C 21.1579 -27.8303 3.3077  0.14
82 N 20.9759 -26.7343 3.5606  -0.45
83 H 20.0889 -31.4205 1.4455  0.29
84 H 21.8905 -31.3616 1.3975  0.31
85 H 21.0752 -31.3101 -0.0405  0.37
86 H 20.3263 -28.7749 1.0403  0.37
87 H 21.9103 -28.9036 0.7524  0.39
88 H 22.3291 -29.5718 3.2108  0.34
89 H 20.5347 -29.5774 3.4242  0.24

Properties
HOMO = -4.61 eV
HOMO-LUMO gap = 7.31 eV
Charge = -2
Energy = -106658.875 eV
LUMO energy = 0.099 Eh